The following is a DFT calculation (wB97M-V/def2-TZVPD) of a 2-piece molecular cluster, C4H11N2O overall in a non-equilibrium geometry.

Computed properties:
- relative energy (zero: lowest compared OMol25 entry of this formula, charge and spin) (eV) = 4.9792
- LUMO level (eV) = -3.26
- HOMO-LUMO gap (Eh) = 0.3363
- total charge = +1
- E_HOMO (Eh) = -0.456

Geometry (Å):
C1 -0.319951 -1.676471 -1.737199
C2 2.038454 -0.006861 0.585527
C3 -1.516825 1.555695 0.488190
C4 -0.241092 -0.669307 0.113322
N1 0.852890 -0.762412 0.865274
N2 -0.661828 0.696247 -0.421411
O1 -0.828976 -0.985426 -2.551864
H1 -0.186372 -2.791419 -1.830264
H2 1.699705 1.012778 0.871101
H3 2.811400 -0.320866 1.166745
H4 2.465997 0.022059 -0.468935
H5 -0.853751 2.242270 1.011055
H6 -2.316763 2.016247 0.094741
H7 -1.885731 0.867664 1.256020
H8 -0.989359 -1.311631 0.602453
H9 0.690235 -1.401174 1.703148
H10 -1.022342 0.307547 -1.364324
H11 0.264309 1.205062 -0.383578

Cartesian forces (eV/Å) of the 6 atoms listed first:
-0.26 0.94 2.81
-1.78 1.96 -1.66
2.51 -2.81 2.51
-1.42 -2.74 -2.36
0.18 -1.99 1.78
1.15 -0.85 0.55

---

The following is a DFT calculation (wB97M-V/def2-TZVPD) of an isolated ion of composition C4H11N2O and charge +1 in a non-equilibrium geometry.

Computed properties:
- relative energy (zero: lowest compared OMol25 entry of this formula, charge and spin) (eV) = 2.5670
- LUMO level (eV) = -3.32
- HOMO-LUMO gap (Eh) = 0.3825
- total charge = +1
- E_HOMO (Eh) = -0.504
- SMILES string = CNC(=O)C[NH2+]C

Geometry (Å):
O1 -0.678166 -1.591562 -0.739363
C1 -0.305477 -1.002792 0.306940
N1 -0.842399 -1.155612 1.538818
C2 -0.574935 -0.201814 2.594565
C3 0.639828 0.227032 -0.108491
N2 1.026226 0.132107 -1.546562
C4 -0.010977 0.892499 -2.377187
H1 -1.461322 -1.950368 1.744352
H2 -0.154222 0.670058 2.286580
H3 -1.458166 0.028627 3.120279
H4 -0.039609 -0.703598 3.403423
H5 -0.134862 1.021259 0.175681
H6 1.424373 0.400520 0.676023
H7 1.395944 -0.785082 -1.763438
H8 1.905332 0.584865 -1.602198
H9 0.143369 0.904074 -3.478373
H10 0.130234 1.891024 -2.162438
H11 -1.005165 0.638768 -2.068607

Cartesian forces (eV/Å) of the 6 atoms listed first:
0.73 0.12 2.42
-1.07 -0.57 -3.61
0.84 0.47 -1.01
-0.64 -3.42 1.89
-2.10 -0.36 4.19
-0.65 1.11 1.26